No. 1
One molecule with the formula C5H6N2O3. Source: OMol25; level of theory: ωB97M-V/def2-TZVPD.

## Properties
Relative energy (zero: lowest compared OMol25 entry of this formula, charge and spin) = 74.7 kcal per mole
SMILES = NCc1ncoc1C(=O)O
Lowest unoccupied orbital energy = 0.3 eV

Element x y z (Å)
H  -1.099  1.580  0.691
C  0.408  -0.664  0.564
H  1.034  0.965  1.789
N  0.538  1.595  -0.155
C  -0.721  -0.748  -0.206
C  1.152  0.625  0.751
H  2.217  0.459  0.536
H  -0.165  2.515  0.091
O  -0.797  -2.022  -0.671
C  -1.316  0.393  -0.947
N  0.946  -1.927  0.683
H  0.100  -3.773  -0.018
O  -1.749  0.276  -2.079
H  1.106  1.804  -0.972
C  0.144  -2.687  0.002
O  -1.799  1.608  -0.059


No. 2
One molecule with the formula C5H6N2O3. Source: OMol25; level of theory: ωB97M-V/def2-TZVPD.

## Properties
Relative energy (zero: lowest compared OMol25 entry of this formula, charge and spin) = 46.6 kcal per mole
SMILES = NC(=O)[C@@H]1CN(C=O)C1=O
Lowest unoccupied orbital energy = 0.1 eV

Element x y z (Å)
C  -0.467  1.080  0.452
O  2.451  0.924  -0.013
N  -1.333  -0.089  0.697
O  -3.105  -1.246  1.553
H  2.012  -1.576  -1.643
C  0.255  0.240  -0.626
H  -1.011  1.955  0.081
C  1.730  -0.031  -0.415
O  -0.814  -2.050  -0.543
H  3.337  0.057  -1.285
C  -0.702  -0.892  -0.250
C  -2.399  -0.264  1.544
N  2.385  -0.668  -1.388
H  0.163  1.342  1.310
H  -2.581  0.627  2.177
H  0.079  0.592  -1.652


No. 3
A 2-piece molecular cluster, C5H6N2OS overall. Source: OMol25; level of theory: ωB97M-V/def2-TZVPD.

## Properties
Relative energy (zero: lowest compared OMol25 entry of this formula, charge and spin) = 134.7 kcal per mole
Lowest unoccupied orbital energy (alpha / beta) = -1.5 / -1.5 eV

Element x y z (Å)
C  -0.843  -0.109  -0.140
N  0.462  -0.488  0.151
C  -1.408  1.226  -0.274
H  1.417  -2.293  0.208
H  0.886  2.114  0.670
S  3.061  0.240  -0.185
N  -0.754  -2.386  0.088
H  -1.381  1.484  -1.301
C  1.548  0.290  0.270
C  0.453  -1.897  0.206
O  3.876  1.342  0.266
H  -0.786  1.906  0.167
C  -1.525  -1.294  -0.022
H  -2.539  -1.362  -0.165
H  -2.467  1.228  0.061


No. 4
C5H6N2S as an isolated structure. Source: OMol25; level of theory: ωB97M-V/def2-TZVPD.

## Properties
Relative energy (zero: lowest compared OMol25 entry of this formula, charge and spin) = 77.2 kcal per mole
Lowest unoccupied orbital energy = 0.5 eV

Element x y z (Å)
C  1.021  -1.245  -0.006
H  1.287  -2.047  0.555
H  -1.939  -1.836  0.338
N  -1.346  1.354  0.185
C  -2.228  0.373  0.322
S  2.408  -0.027  0.347
H  1.729  2.330  0.207
H  1.307  -1.645  -1.101
H  -3.288  0.686  0.400
C  -1.536  -0.883  0.305
C  1.507  1.379  -0.416
N  -0.221  0.798  0.124
C  -0.215  -0.571  0.182
H  1.512  1.333  -1.443


No. 5
One molecule with the formula C5H6N2S. Source: OMol25; level of theory: ωB97M-V/def2-TZVPD.

## Properties
Relative energy (zero: lowest compared OMol25 entry of this formula, charge and spin) = 98.1 kcal per mole
SMILES = C/N=C/C=N\C=C=S
Lowest unoccupied orbital energy = -0.3 eV

Element x y z (Å)
C  2.391  -0.066  0.106
S  2.721  1.174  0.977
H  -1.414  -0.288  1.360
C  -0.288  -1.614  0.312
H  2.766  -1.712  -1.196
H  -2.054  1.803  -1.262
C  -1.533  1.770  -0.325
C  2.008  -1.193  -0.586
H  -0.707  -2.565  0.595
H  -0.908  2.590  -0.338
H  -2.063  1.750  0.609
N  0.852  -1.908  -0.237
C  -0.923  -0.319  0.441
N  -0.849  0.577  -0.457


No. 6
One molecule with the formula C5H6N2S. Source: OMol25; level of theory: ωB97M-V/def2-TZVPD.

## Properties
Relative energy (zero: lowest compared OMol25 entry of this formula, charge and spin) = 146.1 kcal per mole
SMILES = N#CCN1CC(=S)C1
Lowest unoccupied orbital energy = -0.9 eV

Element x y z (Å)
H  1.726  1.328  0.777
C  -1.831  -0.122  -0.293
H  -0.511  -1.891  -1.021
H  -1.251  2.133  0.353
S  -3.477  -0.542  0.021
N  3.631  -0.724  -0.448
C  -1.016  1.183  -0.420
H  -1.155  1.367  -1.737
H  0.934  -0.166  1.708
C  1.262  0.300  0.621
H  -0.408  -1.423  0.914
C  2.487  -0.422  -0.023
C  -0.599  -1.100  -0.148
N  0.207  0.078  -0.304


No. 7
One molecule with the formula C5H6N2S. Source: OMol25; level of theory: ωB97M-V/def2-TZVPD.

## Properties
Relative energy (zero: lowest compared OMol25 entry of this formula, charge and spin) = 57.6 kcal per mole
SMILES = Cc1cc[nH]c(=S)n1
Lowest unoccupied orbital energy = -0.1 eV

Element x y z (Å)
C  0.982  -1.456  -0.077
S  0.996  0.676  3.211
C  -0.470  0.344  -0.486
C  -1.708  1.281  -1.086
H  -0.227  -1.506  -1.848
H  -1.791  1.135  -2.161
H  1.777  -2.174  -0.318
H  -1.387  2.435  -0.932
N  1.412  -0.919  1.136
H  -2.619  1.333  -0.435
C  0.874  0.333  1.623
N  -0.033  0.828  0.654
C  -0.043  -0.899  -0.922
H  2.235  -1.411  1.643


No. 8
One molecule with the formula C5H6N2S. Source: OMol25; level of theory: ωB97M-V/def2-TZVPD.

## Properties
Relative energy (zero: lowest compared OMol25 entry of this formula, charge and spin) = 33.1 kcal per mole
SMILES = Cc1ccnn1C=S
Lowest unoccupied orbital energy = -0.5 eV

Element x y z (Å)
C  1.387  -0.856  0.048
N  -0.735  -0.426  -0.100
H  0.150  2.185  -0.815
C  0.624  -2.058  0.013
H  -1.867  1.308  -0.217
H  1.692  1.877  0.021
H  1.006  -3.098  0.007
C  -1.988  0.234  -0.132
C  0.648  1.630  0.046
N  -0.666  -1.795  -0.053
H  0.253  2.042  0.979
S  -3.465  -0.428  0.065
C  0.480  0.166  -0.053
H  2.481  -0.783  0.191


No. 9
One molecule with the formula C5H6N2S. Source: OMol25; level of theory: ωB97M-V/def2-TZVPD.

## Properties
Relative energy (zero: lowest compared OMol25 entry of this formula, charge and spin) = 73.8 kcal per mole
SMILES = NC1=C/C(=C/S)N=C1
Lowest unoccupied orbital energy = -0.1 eV

Element x y z (Å)
C  0.472  -1.281  -0.123
H  -2.162  2.014  -0.288
C  -2.150  0.820  0.002
C  1.272  -0.018  -0.075
N  2.661  0.026  -0.170
H  3.146  -0.686  0.396
H  0.809  -2.333  -0.330
H  0.438  1.953  0.309
H  2.912  0.984  -0.131
N  -0.780  -1.145  0.122
H  -2.419  -1.207  0.422
C  -1.018  0.242  -0.026
C  0.264  0.897  0.010
S  -3.445  -0.265  -0.117


No. 10
A 2-piece molecular cluster, C5H6N2S2 overall. Source: OMol25; level of theory: ωB97M-V/def2-TZVPD.

## Properties
Relative energy (zero: lowest compared OMol25 entry of this formula, charge and spin) = 56.1 kcal per mole
Lowest unoccupied orbital energy = -0.2 eV

Element x y z (Å)
H  0.897  0.614  -1.637
H  -1.995  -2.771  -1.266
N  -1.681  -1.469  0.188
S  0.155  3.002  1.395
C  -0.871  -0.692  0.866
C  0.499  -0.726  0.541
C  0.119  -1.671  -1.401
C  0.825  1.973  0.291
H  0.572  -2.067  -2.376
C  -1.155  -2.075  -0.860
H  1.274  -0.365  1.246
H  -1.279  -0.100  1.621
N  0.958  -1.063  -0.634
H  -0.766  3.767  0.805
S  0.242  1.848  -1.284


No. 11
A 2-piece molecular cluster, C5H6N2S2 overall. Source: OMol25; level of theory: ωB97M-V/def2-TZVPD.

## Properties
Relative energy (zero: lowest compared OMol25 entry of this formula, charge and spin) = 84.9 kcal per mole
Lowest unoccupied orbital energy = -1.7 eV

Element x y z (Å)
C  -3.115  0.214  -0.194
S  -4.359  0.995  -0.737
H  -0.211  -1.662  -0.385
C  0.612  -1.110  -0.711
H  1.533  -1.676  -0.494
S  -2.569  -1.128  0.689
H  0.549  -1.024  -1.855
H  -0.589  3.066  0.755
N  1.705  0.760  0.502
C  0.645  0.193  -0.067
N  0.071  2.183  0.625
H  2.082  2.759  1.246
H  -3.711  -1.767  0.849
C  -0.436  1.016  0.028
C  1.401  1.989  0.882


No. 12
One molecule with the formula C5H6N2S2. Source: OMol25; level of theory: ωB97M-V/def2-TZVPD.

## Properties
Relative energy (zero: lowest compared OMol25 entry of this formula, charge and spin) = 8.3 kcal per mole
SMILES = Cc1cc(=S)[nH]c(S)n1
Lowest unoccupied orbital energy = -0.2 eV

Element x y z (Å)
C  -1.005  -1.030  -0.167
H  -3.487  -1.391  0.442
S  2.647  -2.181  -0.176
S  -2.384  -2.197  -0.129
C  1.304  0.186  -0.099
N  -1.060  0.236  -0.365
C  1.319  -1.217  0.024
H  1.046  2.931  -0.484
C  0.051  2.421  -0.066
H  0.004  2.757  1.197
H  -1.058  2.762  -0.533
H  2.307  0.499  0.083
C  0.144  0.876  -0.130
N  0.103  -1.866  0.064
H  0.069  -2.786  0.339